1.
C23H27N3O4 | wB97M-V/def2-TZVPD

## Properties
lowest unoccupied orbital energy	0.7	eV
energy above the lowest of the compared OMol25 structures with the same formula, charge and spin	185.9	kJ/mol
orbital gap	8.203	eV
SMILES	CCOc1ccc(N2C(=O)C[C@H](N3CCN(c4ccccc4OC)CC3)C2=O)cc1

```
57
Properties=species:S:1:pos:R:3:forces:R:3
C -5.5219 -3.6627 0.8958 -0.034 0.280 -0.309
C -5.7129 -3.1288 -0.5210 0.048 -0.416 0.148
O -5.9123 -1.7291 -0.5531 -0.054 0.254 0.005
C -4.8605 -0.8880 -0.3817 0.107 0.283 0.017
C -3.5254 -1.2660 -0.2747 -0.235 -0.247 -0.069
C -2.5406 -0.3063 -0.1246 0.000 0.297 -0.026
C -2.8733 1.0375 -0.0663 -0.179 -0.296 -0.053
C -4.2043 1.4254 -0.1720 0.128 -0.087 0.046
C -5.1832 0.4711 -0.3333 -0.041 -0.236 0.009
H -6.2201 0.7525 -0.4224 -0.124 0.039 -0.011
H -4.4665 2.4705 -0.1358 -0.027 0.081 -0.012
N -1.8566 2.0140 0.1056 -0.317 -0.316 0.004
C -0.8315 1.8864 1.0268 0.194 0.164 0.269
O -0.7100 0.9821 1.8120 0.036 -0.045 0.044
C 0.1402 3.0444 0.8051 0.225 0.187 0.001
N 1.3908 2.5868 0.2118 -0.083 0.142 0.061
C 1.2253 1.7099 -0.9361 0.238 0.079 -0.278
H 0.5198 2.1527 -1.6426 -0.008 -0.009 -0.034
C 2.5879 1.5310 -1.6178 -0.404 -0.038 -0.106
N 3.5338 0.9293 -0.7073 -0.103 0.187 0.061
C 3.7744 -0.4398 -0.7721 0.217 -0.305 -0.002
C 4.1152 -0.9766 -2.0157 -0.038 -0.073 0.130
C 4.3963 -2.3176 -2.1898 -0.037 -0.104 -0.044
C 4.3656 -3.1676 -1.1028 0.015 -0.023 -0.028
C 4.0475 -2.6640 0.1478 -0.009 -0.054 0.138
C 3.7449 -1.3229 0.3315 -0.065 0.109 0.044
O 3.3927 -0.8025 1.5540 0.085 0.088 -0.537
C 3.3012 -1.6611 2.6611 -0.030 -0.157 0.200
H 4.2676 -2.1155 2.9042 -0.048 0.004 -0.024
H 2.9823 -1.0305 3.4903 0.017 -0.092 -0.013
H 2.5568 -2.4485 2.5035 0.044 0.023 -0.001
H 4.0214 -3.3417 0.9864 -0.014 -0.013 0.103
H 4.5876 -4.2178 -1.2148 0.026 -0.086 -0.005
H 4.6511 -2.6900 -3.1705 0.026 -0.025 -0.085
H 4.1746 -0.3116 -2.8638 0.032 0.100 -0.041
C 3.6412 1.7117 0.4991 0.006 0.151 0.422
C 2.2867 1.9607 1.1723 0.330 -0.139 0.052
H 2.4254 2.6408 2.0157 -0.013 0.005 0.030
H 1.8807 1.0109 1.5460 0.045 0.116 0.002
H 4.3213 1.2292 1.1962 -0.005 0.111 -0.057
H 4.0611 2.6839 0.2101 -0.004 -0.021 0.089
H 2.4644 0.9116 -2.5047 0.047 0.057 0.020
H 2.9651 2.5160 -1.9157 -0.082 -0.038 -0.068
H 0.8510 0.7137 -0.6417 -0.038 0.017 -0.025
C -0.6197 3.9904 -0.1206 0.006 -0.042 0.042
C -1.7884 3.1815 -0.6411 0.248 0.402 -0.127
O -2.5394 3.4754 -1.5309 -0.095 0.041 -0.078
H -1.0126 4.8554 0.4159 -0.035 -0.019 -0.019
H -0.0038 4.3591 -0.9396 -0.045 -0.033 -0.003
H 0.3908 3.5080 1.7631 -0.105 -0.109 -0.077
H -1.5096 -0.6121 -0.0427 0.075 -0.011 0.021
H -3.2299 -2.3021 -0.3147 -0.020 -0.104 0.011
H -6.6301 -3.5407 -0.9513 0.182 0.023 -0.004
H -4.8726 -3.4158 -1.1648 -0.105 0.052 0.001
H -4.6333 -3.2377 1.3558 0.070 -0.021 0.073
H -5.4239 -4.7445 0.8694 0.024 -0.126 0.024
H -6.3821 -3.4004 1.5064 -0.069 -0.007 0.068
```
Positions in Å, forces in eV/Å.

2.
ClH5OSi2 | wB97M-V/def2-TZVPD

## Properties
lowest unoccupied orbital energy	0.8	eV
energy above the lowest of the compared OMol25 structures with the same formula, charge and spin	45.0	kJ/mol
orbital gap	11.613	eV
SMILES	[SiH3]O[SiH2]Cl

```
9
Properties=species:S:1:pos:R:3:forces:R:3
O 0.1054 0.3331 -0.7730 1.175 -0.047 0.328
Si 1.4128 -0.5884 -0.1846 -2.580 -0.124 2.042
Si -1.2515 0.8885 -0.0265 1.594 -1.564 1.140
Cl -2.6930 -0.4342 -0.4630 -1.144 -0.181 -0.773
H 1.8324 -0.0922 1.2336 0.284 0.192 -1.566
H 0.9055 -1.9070 0.2807 -0.231 0.015 -0.118
H 2.2067 -1.0239 -1.2729 1.170 0.465 -0.807
H -1.3841 2.2985 -0.1882 -0.475 0.758 -0.539
H -1.1343 0.5255 1.3940 0.207 0.486 0.294
```
Positions in Å, forces in eV/Å.

3.
C25H34GaN6S | wB97M-V/def2-TZVPD

## Properties
lowest unoccupied orbital energy	-2.4	eV
orbital gap	7.505	eV
total charge	+1

```
67
Properties=species:S:1:pos:R:3:forces:R:3
Ga -0.4803 0.0403 0.0767 0.062 -0.356 -0.021
C 0.2159 3.4336 -1.5998 0.090 -0.077 0.070
C -0.7835 3.9449 -0.5624 -0.137 0.130 -0.045
C -1.4325 2.8773 0.3294 -0.043 -0.080 0.096
N -0.5144 1.8540 0.8048 -0.093 0.304 -0.173
C 0.3581 2.1346 1.7644 0.160 -0.096 0.402
C 0.3302 3.3500 2.4721 0.054 -0.104 -0.196
C 1.1582 3.8923 3.4413 -0.132 0.115 0.081
C 2.3257 3.4088 3.9946 -0.081 -0.037 -0.082
C 2.8744 2.1762 3.6976 0.174 -0.127 -0.027
C 2.4057 1.1432 2.9035 -0.159 0.057 0.033
C 1.2491 0.9978 2.1120 -0.126 0.278 -0.112
N 0.8869 -0.1471 1.5351 0.281 -0.320 0.107
C 1.4508 -1.4113 2.0440 -0.156 0.164 0.017
C 1.6283 -2.5141 1.0171 0.128 -0.092 -0.025
C 0.3463 -2.8006 0.2595 -0.245 -0.032 -0.042
N 0.0788 -1.7240 -0.6756 -0.089 -0.034 0.347
C 0.5074 -1.7228 -1.9160 -0.295 0.215 -0.420
C 1.2382 -2.7961 -2.4765 0.036 0.093 0.032
C 1.7014 -3.0321 -3.7528 0.066 -0.168 0.102
C 1.5810 -2.2814 -4.9155 -0.067 0.052 0.157
C 0.9454 -1.0656 -4.9937 -0.052 0.138 -0.102
C 0.3067 -0.2953 -4.0214 0.015 -0.018 0.068
C 0.0817 -0.4947 -2.6550 0.226 -0.371 0.137
N -0.5761 0.3836 -1.8851 -0.070 0.282 -0.248
C -1.2336 1.5104 -2.5491 -0.179 -0.132 0.093
C -0.3877 2.7475 -2.8216 0.045 0.119 -0.121
H 0.8117 4.2794 -1.9481 -0.057 0.025 -0.027
H 0.9343 2.7635 -1.1178 -0.049 -0.031 0.022
H -0.2845 4.6815 0.0696 0.080 -0.063 0.027
H -1.5921 4.4949 -1.0577 0.031 -0.021 -0.037
H -1.9462 3.3573 1.1675 0.039 0.061 0.047
H -2.2273 2.3654 -0.2043 0.164 0.020 -0.077
H -0.5005 3.9880 2.2089 0.028 0.050 0.030
H 0.8300 4.8611 3.8035 0.037 0.006 -0.016
H 2.8468 4.0362 4.7049 -0.004 -0.007 -0.006
H 3.8223 1.9575 4.1792 -0.020 0.016 0.000
H 3.0602 0.2862 2.9013 0.027 0.030 0.029
H 2.4053 -1.2588 2.5345 0.053 -0.028 -0.048
H 0.7746 -1.7699 2.8285 -0.048 -0.038 -0.013
H 2.4214 -2.2626 0.3069 -0.017 0.042 -0.002
H 1.9577 -3.4073 1.5530 -0.027 -0.002 0.017
H 0.3466 -3.7792 -0.2227 0.130 0.012 -0.083
H -0.4944 -2.8366 0.9607 0.015 0.063 0.038
H 1.4847 -3.5753 -1.7691 0.025 -0.008 -0.020
H 2.2460 -3.9657 -3.8521 -0.010 0.014 -0.033
H 2.0253 -2.6806 -5.8167 0.001 0.012 -0.008
H 0.9460 -0.6021 -5.9752 0.005 -0.020 0.003
H -0.0558 0.6457 -4.4060 0.004 -0.029 -0.036
H -1.6621 1.1597 -3.4931 0.016 -0.005 -0.042
H -2.0994 1.7894 -1.9517 0.114 0.032 0.013
H 0.4173 2.5002 -3.5185 0.024 -0.016 0.069
H -1.0335 3.4533 -3.3566 0.018 0.040 0.055
C -3.4159 -2.6880 -1.4262 -0.302 0.262 0.051
N -3.8218 -1.2805 -1.4884 0.272 -0.104 0.172
C -3.5661 -0.3550 -0.5724 -0.240 -0.202 -0.004
S -2.6996 -0.6715 0.9007 0.075 0.078 -0.368
N -4.0783 0.8610 -0.7745 -0.064 -0.183 0.017
C -4.9052 1.2222 -1.9129 0.007 0.121 0.100
H -3.9179 -3.1960 -2.2460 0.065 -0.050 0.027
H -3.7356 -3.1238 -0.4829 0.028 -0.011 0.015
H -2.3451 -2.7853 -1.5299 0.289 -0.008 -0.017
H -4.3478 -0.9997 -2.2993 -0.034 -0.022 -0.020
H -3.9608 1.4991 -0.0066 -0.096 0.059 0.009
H -4.3637 1.0725 -2.8499 0.007 0.021 0.005
H -5.1545 2.2762 -1.8327 -0.004 0.005 -0.025
H -5.8367 0.6522 -1.9304 0.005 -0.023 0.008
```
Positions in Å, forces in eV/Å.

4.
AsF7Tl | wB97M-V/def2-TZVPD

## Properties
lowest unoccupied orbital energy	-14.0	eV
orbital gap	1.221	eV
total charge	+1

```
9
Properties=species:S:1:pos:R:3:forces:R:3
Tl 2.2263 8.3504 14.3919 -0.005 -0.010 -0.006
As -0.9584 2.1547 17.0832 -0.272 0.077 -0.674
F -2.2363 2.6859 18.1799 1.258 -0.401 -1.193
F -2.1242 2.2192 15.6660 1.355 -0.031 1.787
F 0.2992 1.7152 15.8414 -1.330 0.517 1.523
F 0.2286 2.1660 18.3671 -0.841 0.116 -1.162
F -1.3296 0.4504 17.4091 0.333 1.707 -0.625
F -0.5528 3.9258 16.7038 -0.473 -1.936 0.317
F 4.4789 11.4285 11.5448 -0.025 -0.040 0.033
```
Positions in Å, forces in eV/Å.

5.
C5H14OS | wB97M-V/def2-TZVPD

## Properties
lowest unoccupied orbital energy (spin up / spin down)	-4.1 / -8.3	eV
energy above the lowest of the compared OMol25 structures with the same formula, charge and spin	252.3	kJ/mol
orbital gap (spin up / spin down)	9.323 / 5.100	eV
spin multiplicity	2
total charge	+1
<S²>	0.7537

```
21
Properties=species:S:1:pos:R:3:forces:R:3
C 1.9479 -0.4610 -2.2286 -1.431 -1.495 -0.281
C 0.8625 -0.4401 -1.0817 1.308 1.431 0.173
C -0.4392 0.3507 -1.3918 1.307 2.173 0.418
C -1.1606 0.8506 -0.1178 -0.840 0.391 -0.226
S 0.1595 1.6968 0.9749 -2.106 0.929 -3.104
C -0.0898 3.3887 0.1768 1.532 0.658 0.972
H 2.6313 0.3573 -2.5328 -0.995 0.147 0.882
H 1.5157 -0.8838 -3.1684 0.291 0.324 0.665
H 2.5403 -1.2248 -1.7801 1.189 -0.739 -0.451
H 0.3952 -1.3821 -0.8175 0.796 -0.910 -0.512
H 1.5302 -0.3020 -0.1478 -1.445 0.886 -0.793
H -0.3202 1.2941 -2.0391 0.191 -1.543 0.732
H -0.9757 -0.3971 -1.9505 -0.987 0.260 -0.154
H -1.6141 0.1100 0.5208 0.195 -0.650 0.140
H -2.0293 1.5440 -0.3924 1.552 -0.457 0.662
H 0.5100 3.8828 0.9893 -1.363 0.637 -0.524
H 0.5465 3.7493 -0.7142 -0.961 -1.520 0.840
H -1.1966 3.6520 0.0348 1.769 -0.514 0.547
H -0.5107 -5.9096 2.7874 2.503 0.239 1.224
H -1.7400 -5.1019 2.3611 1.313 -3.653 0.047
O -1.3197 -6.0838 2.3887 -3.818 3.404 -1.259
```
Positions in Å, forces in eV/Å.

6.
C5H14N | wB97M-V/def2-TZVPD

## Properties
lowest unoccupied orbital energy	-8.7	eV
energy above the lowest of the compared OMol25 structures with the same formula, charge and spin	538.9	kJ/mol
orbital gap	7.345	eV
total charge	+1

```
20
Properties=species:S:1:pos:R:3:forces:R:3
C -0.4735 1.4634 -0.8980 0.300 0.554 -1.679
C -0.6434 0.1527 -0.0344 -0.794 -1.642 1.893
C 0.6748 -0.0932 0.8656 0.982 -0.166 -0.281
C 0.9425 1.1005 1.7522 -0.504 0.541 -0.085
C 1.8785 -0.5167 0.0330 -0.036 -0.233 0.048
N -0.8551 -0.9172 -0.8172 0.176 1.107 -0.754
H 0.3553 1.3697 -1.5955 0.091 -0.180 0.168
H -1.3797 1.5904 -1.4834 -0.090 0.082 0.147
H -0.3142 2.3068 -0.2357 -0.086 -0.279 0.451
H -1.5011 0.3466 0.6395 -0.109 0.353 -0.428
H 0.3385 -0.9415 1.4629 0.035 0.026 0.124
H 1.3736 1.9291 1.1896 0.154 -0.050 0.037
H 0.0446 1.4815 2.2478 -0.045 -0.105 -0.021
H 1.6309 0.8327 2.5509 0.121 -0.171 -0.067
H 2.2098 0.2390 -0.6805 -0.177 0.056 -0.032
H 2.7531 -0.7269 0.6511 -0.180 0.160 0.301
H 1.6763 -1.4508 -0.4796 -0.035 -0.002 -0.291
H -1.8598 -1.1095 -1.0030 0.196 -0.049 0.468
H -6.5359 -6.2380 -3.7624 -0.076 0.382 0.195
H -6.4152 -6.8790 -4.0899 0.076 -0.382 -0.195
```
Positions in Å, forces in eV/Å.

7.
C3HBrF6O | wB97M-V/def2-TZVPD

## Properties
lowest unoccupied orbital energy	0.5	eV
energy above the lowest of the compared OMol25 structures with the same formula, charge and spin	0.0	kJ/mol
orbital gap	11.844	eV
SMILES	FC(F)[C@@](F)(Br)OC(F)(F)F

```
12
Properties=species:S:1:pos:R:3:forces:R:3
C -1.7574 -0.3034 0.2240 -0.056 -0.011 -0.698
C -0.2269 -0.5020 0.1950 -0.049 -0.491 -0.169
C 1.6083 0.8412 -0.4355 0.891 0.318 0.032
O 0.3018 0.5120 -0.5827 -0.590 -0.064 0.061
F -2.3292 -1.2788 0.9403 -0.003 -0.305 0.208
F -2.0497 0.8629 0.8162 0.116 0.416 0.189
F 0.2870 -0.4907 1.4308 -0.110 0.112 0.208
F 2.4137 -0.2113 -0.3756 0.046 -0.373 0.005
F 1.8272 1.5661 0.6547 -0.186 0.163 0.276
F 1.9579 1.5678 -1.4807 -0.151 0.169 -0.343
Br 0.1341 -2.2586 -0.5887 -0.095 0.073 -0.001
H -2.1669 -0.3053 -0.7976 0.187 -0.007 0.234
```
Positions in Å, forces in eV/Å.

8.
C3H9NO2 | wB97M-V/def2-TZVPD

## Properties
lowest unoccupied orbital energy	0.9	eV
energy above the lowest of the compared OMol25 structures with the same formula, charge and spin	61.9	kJ/mol
orbital gap	10.575	eV
SMILES	CC(=O)O.CN

```
15
Properties=species:S:1:pos:R:3:forces:R:3
C 2.1917 -1.0485 -1.0084 -0.644 -0.080 0.614
N 1.0996 -0.4564 -1.7739 -0.564 0.743 -0.346
H 1.3636 0.2067 -2.4826 0.385 0.014 -0.019
H 0.3900 -1.0423 -2.1962 0.356 -0.384 0.383
H 0.1310 0.4287 -0.3068 0.078 -0.650 0.160
H 1.9785 -0.8710 0.0485 0.239 0.069 0.096
H 3.1511 -0.5929 -1.2312 0.029 -0.053 -0.215
H 2.2452 -2.1294 -1.0854 0.167 -0.154 -0.433
C -2.0256 0.9379 2.0052 -0.745 0.723 0.242
C -1.5066 0.5420 0.6483 0.732 -0.139 1.040
O -0.1637 0.4334 0.6424 -0.210 0.563 -0.499
O -2.1990 0.3408 -0.3064 -0.257 0.008 -0.525
H -2.4699 0.1232 2.5743 0.233 -0.266 -0.178
H -2.8437 1.6323 1.8322 -0.254 -0.023 -0.163
H -1.3422 1.4954 2.6402 0.455 -0.371 -0.157
```
Positions in Å, forces in eV/Å.

Values for total energy, eV, ordered as above
-36949.5302; -30408.4956; -98624.9673; -84536.4815; -18284.0107; -6890.2763; -91522.3607; -8842.3136
Values for max |F|, eV Å⁻¹, ordered as above
0.55; 3.29; 0.56; 2.24; 5.27; 2.63; 0.95; 1.28